ORCA calculation (ωB97M-V with the def2-TZVPD basis set) on a structure of composition C9H24AlF2N3O4P at a distorted geometry.

Computed properties:
**Charge**: +1
**Energy above the lowest of the compared OMol25 structures with the same formula, charge and spin**: 239.8 kcal per mole
**DFT total energy**: -43688.4410 eV
**E_HOMO**: -11.9 eV

```
44
Properties=species:S:1:pos:R:3:forces:R:3
P -0.038681 -0.863271 -1.083215 -0.41 0.09 -1.87
Al 3.774023 -1.045177 1.247687 -2.12 1.25 -0.49
F 1.738687 -2.477299 2.845179 1.15 0.87 -1.05
F 4.325865 1.157609 -0.559390 -0.44 -1.59 1.24
O 1.222109 -1.049567 -0.319956 -0.39 0.00 -0.54
O 1.520033 2.104277 4.074873 0.77 -0.56 5.87
O 1.842126 1.001315 2.174073 -0.92 -0.33 -0.18
O 0.617574 2.897735 2.469185 -1.99 1.95 -1.93
N -0.904782 -2.328723 -1.364475 1.70 -0.66 0.50
N -0.014982 0.050423 -2.560063 1.85 -1.45 3.38
N -1.167782 -0.073493 -0.098896 3.36 -2.32 2.68
C 0.049710 3.190272 1.164224 -0.35 -0.97 0.06
C 1.286071 1.850557 2.863689 2.74 -0.33 -2.79
C -1.210877 -0.387076 1.329342 0.31 -1.34 -0.16
C -0.747149 -0.266670 -3.690002 -3.18 -1.24 -1.56
C 2.438011 1.287018 4.892291 1.31 -0.62 -1.56
C -2.287916 -2.447032 -1.771024 0.86 0.47 0.09
C -0.231078 -3.646003 -1.120082 1.14 0.82 0.09
C -2.074141 0.851241 -0.455328 -1.91 2.36 -2.05
C 0.738838 1.305059 -2.595776 -0.06 -0.79 1.52
H -0.797462 -4.576454 -1.080629 -1.02 0.70 -0.07
H 0.485772 -3.804745 -1.925704 0.22 0.07 -0.06
H 0.010520 2.114670 -2.549197 0.32 0.44 -0.62
H -1.716023 0.231264 -3.651899 -0.30 0.65 -0.32
H 0.457893 4.019711 0.586717 0.91 0.03 0.76
H 3.445703 1.561536 4.580373 0.04 -0.07 -0.51
H -2.308453 -3.153352 -2.600964 -0.36 0.17 -0.22
H -2.578859 -1.439233 -2.067314 -0.83 -0.44 -0.02
H 2.311163 0.222241 4.696677 -0.31 0.12 -0.15
H -0.983265 3.487861 1.344485 -0.04 -0.30 0.14
H -2.870066 0.293593 -0.948903 -0.91 0.54 -0.13
H -2.820518 -2.888326 -0.928592 -0.54 0.27 -0.09
H 0.334026 -3.610911 -0.188670 0.12 0.18 0.03
H -2.440479 1.446823 0.380857 -0.10 -0.19 -0.09
H -2.223741 -0.728865 1.542378 -0.23 0.16 0.21
H -0.544044 -1.216780 1.563895 0.20 0.17 0.04
H 1.477166 1.305057 -3.397640 -0.37 0.29 -0.13
H 1.285507 1.312912 -1.652801 0.38 0.41 -0.04
H 2.560294 1.410615 5.968339 -1.64 0.88 -0.04
H -1.622936 1.507306 -1.199688 -0.38 0.32 -0.22
H -0.964661 0.458545 1.971525 -0.01 0.18 -0.24
H 0.096268 2.317600 0.512777 0.01 -0.16 0.14
H -0.371835 -0.083531 -4.696828 0.87 0.24 0.39
H -1.097623 -1.298731 -3.701531 0.58 -0.28 0.00
```
Positions in Å, forces in eV/Å.

Atomic partial charges in e from the natural (NBO) method, atoms 1 to 4: atom 1 (P): 2.38, atom 2 (Al): 1.31, atom 3 (F): -0.60, atom 4 (F): -0.59